# 1
{
  "formula": "C14H12MnN4O2S",
  "method": "ωB97M-V with the def2-TZVPD basis set",
  "elements": ["Mn", "N", "C", "S", "N", "N", "C", "C", "C", "C", "C", "C", "N", "H", "H", "H", "H", "H", "H", "H", "O", "C", "O", "C", "C", "C", "C", "C", "C", "H", "H", "H", "H", "H"],
  "xyz": [[-0.470895, 0.358254, 0.875643], [-1.141649, 2.941987, 4.115441], [-0.681599, 2.337497, 3.023776], [-0.282998, 0.619863, 3.149298], [-0.501807, 3.042907, 1.931910], [0.010835, 2.258812, 0.955741], [0.736523, 2.723047, 0.013884], [1.292973, 1.765247, -0.941780], [2.085853, 2.149433, -2.004278], [2.633061, 1.160681, -2.812615], [2.376794, -0.167340, -2.525379], [1.561606, -0.471750, -1.446597], [1.024912, 0.468818, -0.673985], [-1.334067, 2.427598, 4.955826], [-1.336373, 3.929925, 4.084277], [0.963455, 3.782627, -0.025540], [2.274125, 3.197369, -2.192109], [3.258641, 1.430744, -3.652533], [2.795696, -0.963698, -3.123176], [1.327093, -1.496062, -1.190070], [-3.238242, -0.350550, -1.775261], [-2.439305, -0.347987, -0.881117], [-2.051738, 0.703569, -0.179279], [-1.696574, -1.591889, -0.456352], [-1.243333, -2.512397, -1.390518], [-0.458231, -3.578285, -0.974705], [-0.101018, -3.735294, 0.364586], [-0.572251, -2.842642, 1.310908], [-1.378825, -1.772605, 0.903471], [-1.518348, -2.384782, -2.429424], [-0.112026, -4.300821, -1.703222], [0.510326, -4.574212, 0.667150], [-0.361838, -2.992888, 2.361946], [-1.930760, -1.215175, 1.664075]],
  "atomic_forces_ev_per_a": [[-0.60, -0.10, -0.15], [0.01, 0.03, -0.02], [-0.01, 0.02, -0.01], [0.03, 0.00, 0.13], [0.07, 0.00, 0.08], [0.04, 0.09, 0.07], [-0.05, 0.06, -0.06], [0.01, -0.05, 0.00], [0.01, -0.01, -0.01], [0.02, 0.02, -0.02], [0.02, 0.00, -0.03], [-0.04, 0.04, 0.02], [0.14, 0.02, -0.07], [0.01, -0.02, -0.01], [0.00, 0.00, 0.01], [-0.01, 0.00, -0.01], [0.00, 0.00, 0.01], [0.00, 0.00, 0.00], [0.00, 0.00, 0.00], [0.01, -0.01, 0.00], [0.05, 0.01, 0.03], [-0.11, 0.05, -0.10], [0.38, -0.09, 0.10], [0.02, -0.09, 0.05], [0.01, -0.04, 0.01], [0.00, -0.01, -0.05], [-0.03, 0.05, 0.07], [0.06, -0.09, -0.06], [0.02, 0.09, 0.06], [-0.01, 0.01, 0.00], [-0.01, 0.00, 0.00], [0.01, 0.00, 0.00], [0.00, 0.01, 0.00], [-0.02, 0.01, -0.03]],
  "mulliken_charge": [-0.12, -0.35, 0.68, -0.46, -1.33, 1.08, -0.35, 1.01, -0.91, -0.19, -0.96, 0.20, -0.06, 0.21, 0.26, 0.43, 0.43, 0.44, 0.41, 0.46, -0.56, 0.57, -0.54, 0.37, -0.44, -0.59, -0.57, -0.57, -0.42, 0.50, 0.43, 0.43, 0.47, 1.02],
  "multiplicity": 5,
  "orbital_gap_ev": [6.459, 7.672],
  "total_charge": 1,
  "s2": 6.143
}

# 2
{
  "formula": "C25H31N3O2",
  "method": "ωB97M-V with the def2-TZVPD basis set",
  "elements": ["C", "C", "O", "C", "C", "C", "C", "N", "C", "C", "N", "C", "C", "C", "O", "N", "C", "C", "C", "C", "C", "C", "C", "C", "C", "C", "C", "C", "C", "C", "H", "H", "H", "H", "H", "H", "H", "H", "H", "H", "H", "H", "H", "H", "H", "H", "H", "H", "H", "H", "H", "H", "H", "H", "H", "H", "H", "H", "H", "H", "H"],
  "xyz": [[2.360815, -0.016998, -7.510868], [2.539293, -0.847584, -6.259133], [3.141030, -1.902422, -6.286757], [1.950586, -0.323289, -5.014092], [2.071418, -1.087411, -3.850448], [1.541441, -0.669653, -2.652932], [0.854685, 0.549925, -2.557181], [0.358805, 1.020523, -1.361001], [0.714222, 0.386539, -0.110869], [0.646595, 1.422952, 1.011653], [-0.698303, 1.961090, 1.076184], [-1.033355, 2.634305, 2.323084], [-0.114103, 3.782117, 2.741710], [-1.089189, 1.556023, 3.424063], [-0.699760, 1.729179, 4.558283], [-1.655003, 0.418768, 2.974127], [-1.585017, -0.856683, 3.671452], [-2.924353, -1.584437, 3.578922], [-3.150917, -2.108302, 2.164837], [-2.081057, -3.136935, 1.815256], [-0.689185, -2.658541, 2.124848], [0.397047, -3.268114, 1.504984], [1.692957, -2.890418, 1.799613], [1.923907, -1.899131, 2.739493], [0.852909, -1.285316, 3.359898], [-0.454611, -1.651045, 3.056662], [-0.980499, 2.674498, -0.150198], [-0.938282, 1.660300, -1.294815], [0.740528, 1.318393, -3.726674], [1.272611, 0.894381, -4.921587], [2.831148, -0.527988, -8.347078], [1.302862, 0.121334, -7.722582], [2.823287, 0.959098, -7.381492], [2.586358, -2.034332, -3.918089], [1.638129, -1.309410, -1.790002], [1.735036, 0.009843, -0.168819], [0.039344, -0.450626, 0.126438], [0.892810, 0.941242, 1.958854], [1.392087, 2.208747, 0.807819], [-2.054643, 3.021862, 2.207648], [-0.104428, 4.562752, 1.984370], [-0.473242, 4.198814, 3.678010], [0.898624, 3.421958, 2.901612], [-1.806767, 0.383085, 1.974493], [-1.352119, -0.613412, 4.713792], [-3.723805, -0.900411, 3.867623], [-2.920699, -2.421569, 4.279368], [-4.138979, -2.566309, 2.090225], [-3.118247, -1.280487, 1.452958], [-2.149447, -3.412868, 0.760156], [-2.259203, -4.047614, 2.397505], [0.216892, -4.049259, 0.779571], [2.521948, -3.372068, 1.302491], [2.933662, -1.606655, 2.985778], [1.019736, -0.510427, 4.094751], [-1.978400, 3.115009, -0.091383], [-0.250512, 3.476987, -0.348341], [-1.166620, 2.153546, -2.237261], [-1.713434, 0.898772, -1.107960], [0.248462, 2.278625, -3.691408], [1.164940, 1.529049, -5.787561]],
  "atomic_forces_ev_per_a": [[0.17, -0.27, -0.08], [0.09, 0.02, -0.40], [-0.05, 0.09, -0.01], [-0.09, -0.08, 0.63], [0.04, 0.10, -0.35], [-0.12, 0.04, 0.20], [0.20, -0.09, -0.39], [0.02, 0.21, 0.28], [0.20, 0.08, 0.26], [0.05, -0.29, -0.09], [-0.06, 0.21, -0.15], [0.21, 0.25, 0.15], [-0.22, -0.26, -0.06], [-0.34, 0.12, -0.45], [0.27, 0.13, 0.39], [-0.35, -0.37, -0.06], [-0.16, 0.10, 0.29], [0.06, 0.13, -0.10], [0.03, -0.23, 0.19], [-0.19, 0.07, -0.06], [0.04, -0.04, 0.04], [0.07, 0.02, -0.01], [0.02, -0.10, -0.11], [0.05, 0.10, 0.07], [0.06, -0.09, 0.03], [0.03, -0.07, 0.02], [-0.18, -0.17, -0.20], [-0.15, 0.32, -0.03], [-0.18, 0.09, 0.13], [0.12, -0.29, -0.09], [0.00, -0.01, 0.02], [-0.09, 0.09, -0.02], [-0.02, 0.13, -0.01], [0.04, -0.07, 0.00], [-0.01, -0.04, 0.10], [-0.05, -0.03, -0.01], [0.07, -0.03, 0.04], [0.04, 0.00, -0.03], [-0.02, -0.05, 0.06], [0.09, -0.06, 0.01], [0.01, 0.07, -0.07], [0.04, 0.07, 0.07], [0.11, 0.03, 0.04], [0.16, 0.11, 0.05], [-0.02, -0.09, -0.16], [0.04, -0.01, 0.08], [-0.03, -0.05, 0.05], [0.00, 0.08, -0.07], [-0.07, 0.03, -0.09], [0.02, -0.06, 0.04], [-0.06, -0.02, -0.05], [-0.02, -0.08, -0.08], [0.08, -0.05, -0.04], [0.10, 0.03, 0.03], [0.02, 0.12, 0.09], [0.01, 0.00, -0.01], [-0.05, -0.01, 0.00], [0.01, -0.04, 0.04], [-0.02, 0.08, -0.03], [-0.01, 0.07, 0.03], [-0.01, 0.06, -0.10]],
  "mulliken_charge": [-1.40, 1.15, -0.63, 0.23, -1.42, -0.06, 1.01, 0.23, -1.17, -1.15, 0.29, 0.22, -1.63, 0.21, -0.70, 0.18, -0.78, -1.24, -0.74, -1.11, 1.07, -0.83, -0.75, -0.58, -0.77, 0.83, -0.78, -0.71, -0.84, -0.77, 0.35, 0.38, 0.37, 0.44, 0.47, 0.72, 0.48, 0.46, 0.36, 0.42, 0.41, 0.46, 0.29, 0.21, 0.63, 0.43, 0.41, 0.39, 0.26, 0.43, 0.39, 0.45, 0.46, 0.43, 0.43, 0.44, 0.30, 0.53, 0.12, 0.39, 0.32],
  "orbital_gap_ev": 8.540
}

# 3
{
  "formula": "C4H8O2",
  "method": "ωB97M-V with the def2-TZVPD basis set",
  "elements": ["C", "C", "O", "C", "C", "O", "H", "H", "H", "H", "H", "H", "H", "H"],
  "xyz": [[2.094562, -0.411424, -0.013445], [0.846199, 0.026831, -0.175711], [0.599460, 1.366870, -0.353434], [-0.418249, -0.793884, -0.156187], [-1.606897, -0.075114, 0.502875], [-2.134707, 0.959877, -0.292991], [2.353555, -1.461561, -0.008208], [2.905900, 0.300911, 0.118096], [1.450458, 1.782539, -0.547627], [-0.720890, -1.058682, -1.176465], [-0.210370, -1.725125, 0.382140], [-1.322106, 0.289049, 1.503222], [-2.419589, -0.795771, 0.639410], [-1.417332, 1.595481, -0.421675]],
  "atomic_forces_ev_per_a": [[-0.10, 0.00, 0.02], [0.17, -0.25, 0.09], [0.16, 0.10, -0.02], [0.03, -0.04, -0.05], [0.10, -0.34, 0.20], [0.11, 0.23, -0.04], [-0.20, 0.05, 0.25], [-0.02, -0.10, -0.28], [-0.24, 0.13, 0.10], [0.07, 0.08, 0.07], [-0.04, 0.13, -0.11], [-0.01, -0.02, -0.17], [0.14, 0.07, -0.01], [-0.17, -0.05, -0.05]],
  "mulliken_charge": [-1.04, 0.77, -0.55, -0.45, -0.50, -0.53, 0.25, 0.24, 0.32, 0.24, 0.29, 0.29, 0.34, 0.34],
  "orbital_gap_ev": 9.901
}